{
  "formula": "C18H43BrCl2P2Pb",
  "method": "ωB97M-V/def2-TZVPD",
  "species": ["Pb", "Cl", "P", "C", "C", "C", "C", "H", "C", "H", "H", "H", "H", "H", "H", "H", "C", "C", "H", "H", "H", "H", "H", "H", "C", "H", "C", "H", "H", "H", "H", "H", "H", "Cl", "H", "P", "C", "C", "C", "C", "H", "C", "H", "H", "H", "H", "H", "H", "H", "C", "C", "H", "H", "H", "H", "H", "H", "C", "H", "C", "H", "H", "H", "H", "H", "H", "Br"],
  "positions_angstrom": [[-0.35655, -0.14961, 1.21887], [0.19961, 1.34070, -1.66892], [2.61376, 0.26524, 1.11193], [3.35974, 1.96391, 0.83364], [3.09901, -0.34044, 2.79861], [3.54317, -0.72056, -0.13948], [2.26178, 3.02348, 0.84133], [3.75120, 1.89733, -0.19701], [4.49846, 2.33683, 1.79215], [4.14521, 2.41173, 2.82820], [4.88144, 3.32939, 1.49987], [5.33829, 1.63247, 1.76678], [1.55947, 2.86174, 0.01487], [2.74710, 4.00006, 0.70958], [1.68207, 3.03549, 1.77413], [3.28688, -0.20313, -1.08349], [3.01875, -2.15787, -0.23236], [5.04938, -0.62977, 0.11130], [5.44135, 0.37609, -0.07876], [5.57341, -1.32064, -0.55920], [5.29994, -0.90774, 1.14342], [1.98675, -2.26960, 0.12645], [3.65676, -2.85318, 0.32156], [3.04205, -2.48158, -1.28100], [2.38391, 0.45324, 3.90457], [4.16926, -0.10752, 2.86528], [2.87784, -1.84779, 2.98655], [2.55125, 1.53379, 3.83464], [2.79359, 0.12985, 4.87198], [1.29131, 0.29845, 3.89988], [1.85345, -2.14974, 2.73316], [3.04315, -2.09715, 4.03945], [3.57870, -2.45255, 2.40225], [-0.67519, -2.58780, 2.03592], [0.01622, -0.80300, -0.55102], [-2.33497, 0.12225, -1.45687], [-2.23074, -0.31725, -3.27444], [-3.69489, -1.02662, -0.81559], [-3.08134, 1.85265, -1.48507], [-1.08714, -1.30540, -3.47721], [-1.93368, 0.64486, -3.72230], [-3.50946, -0.81364, -3.95036], [-3.76730, -1.82661, -3.61426], [-3.32422, -0.87317, -5.03493], [-4.37419, -0.15785, -3.80067], [-0.14194, -0.85790, -3.15703], [-1.02486, -1.58002, -4.53621], [-1.24047, -2.22208, -2.89807], [-2.24625, 2.41099, -1.94591], [-3.29388, 2.43225, -0.07811], [-4.33012, 1.98727, -2.36239], [-4.12360, 1.81575, -3.42424], [-4.74307, 3.00754, -2.27416], [-5.11980, 1.29098, -2.04428], [-2.82674, 1.84722, 0.72893], [-4.35959, 2.55605, 0.15173], [-2.85630, 3.43681, -0.02545], [-3.20367, -2.48408, -0.88206], [-4.52917, -0.89182, -1.52261], [-4.20432, -0.70369, 0.59596], [-3.02287, -2.83021, -1.90711], [-3.97838, -3.12781, -0.44733], [-2.29278, -2.61871, -0.28121], [-3.40969, -0.79188, 1.34675], [-4.98058, -1.43305, 0.86352], [-4.64565, 0.29484, 0.66475], [-1.28834, 1.46844, 3.11314]],
  "e_lumo_ev": [-1.44, -2.59],
  "homo_lumo_gap_ev": [6.7, 4.6],
  "max_force_ev_per_a": 2.03,
  "total_charge": 0,
  "total_energy_ev": -138276.189
}